# 1
Formula: C21H21N4O4W
Source: OMol25
Level of theory: wB97M-V/def2-TZVPD

```
! RIJCOSX wB97M-V def2-TZVPD def2/J DEFGRID3
* xyz 3 1
W -0.3424 -0.6631 0.2603
O -1.3399 0.0164 1.6680
C -1.2460 0.7189 2.8029
C -2.2979 0.9905 3.6095
C -2.1565 1.7449 4.7530
C -0.9341 2.3390 5.0867
C 0.1572 2.0984 4.3108
C 0.0504 1.2171 3.2008
C 1.1852 0.8222 2.4714
N 1.2084 0.0099 1.4237
C 2.6152 -0.4371 0.9598
C 2.7212 -0.3716 -0.5465
N 1.3929 -0.6528 -1.0693
C 1.2921 -0.7236 -2.3909
C 0.1211 -0.8491 -3.2106
C 0.2904 -0.8043 -4.6009
C -0.8046 -0.6861 -5.4191
C -2.0925 -0.7258 -4.9395
C -2.2838 -0.8976 -3.5186
C -1.1680 -0.8847 -2.6998
O -1.2568 -1.0537 -1.3066
H -3.2257 0.6705 3.2812
H -3.0557 1.9776 5.3491
H -0.7426 3.0076 5.9064
H 1.1076 2.5052 4.5321
H 2.1396 1.2309 2.7674
H 2.5991 -1.4978 1.2282
H 3.4020 0.1129 1.4907
H 3.4953 -1.0660 -0.9067
H 3.0268 0.6593 -0.8527
H 2.2077 -0.5845 -2.9680
H 1.2937 -0.8804 -5.0279
H -0.5661 -0.6630 -6.4791
H -2.9920 -0.8155 -5.6159
H -3.2462 -1.0498 -3.1206
C 0.9815 -4.7415 1.5020
O 1.1460 -3.5126 0.6939
C 0.2917 -2.6089 0.7926
O -0.8428 -2.5348 1.2606
H 0.3883 -4.4572 2.4045
H 2.0378 -4.9978 1.6414
H 0.3524 -5.4649 0.9179
N -1.2339 3.0303 -1.5953
C 0.0153 3.4408 -1.1125
C 0.4932 2.4020 -0.4237
N -0.4204 1.3331 -0.5087
C -1.4733 1.7779 -1.2048
H -1.9116 3.6259 -2.0435
H 0.4801 4.4008 -1.2623
H 1.4979 2.2351 -0.0582
H -2.3571 1.2569 -1.4330
*
```

HOMO energy (eV): -17.995
HOMO-LUMO gap (eV): 6.7

=====

# 2
Formula: C21H21N8SbSe5W
Source: OMol25
Level of theory: wB97M-V/def2-TZVPD

```
! RIJCOSX wB97M-V def2-TZVPD def2/J DEFGRID3
* xyz 0 1
W 0.1070 0.0378 0.2691
N -2.5143 -0.3152 1.9179
C -2.3717 0.6016 0.8954
C -3.2510 0.6157 -0.1595
C -3.0307 1.4816 -1.2678
C -1.8835 2.2033 -1.3255
C -0.9436 2.0698 -0.2510
N -1.2619 1.4294 0.9394
C -1.6216 -0.6113 2.9455
C -1.9657 -1.6276 3.8372
C -1.0252 -2.0271 4.7589
C 0.2071 -1.3767 4.8065
C 0.4494 -0.3863 3.8854
N -0.4309 -0.0151 2.9446
H -3.4164 -0.7606 1.9585
H -4.1108 -0.0412 -0.1345
H -3.7765 1.5480 -2.0484
H -1.6646 2.8746 -2.1440
H -0.1737 2.8280 -0.1391
H -2.9170 -2.1330 3.7482
H -1.2353 -2.8590 5.4167
H 0.9698 -1.6636 5.5154
H 1.4039 0.1267 3.8557
N -1.7538 -0.1268 -6.9214
C -1.3749 -0.1974 -5.8400
C -0.9076 -0.2706 -4.4811
C -1.5188 -1.1166 -3.5650
C -1.0594 -1.1246 -2.2633
N -0.0630 -0.3243 -1.8410
C 0.5512 0.4586 -2.7463
C 0.1628 0.5163 -4.0648
H -2.3279 -1.7716 -3.8521
H -1.4759 -1.8064 -1.5270
H 1.3882 1.0385 -2.3787
H 0.6855 1.1597 -4.7570
Se 2.4376 0.4481 0.8374
C 2.3889 2.3798 0.8993
C 1.6083 3.0551 1.8305
C 1.6353 4.4421 1.8328
N 2.3766 5.1701 1.0001
C 3.1347 4.5099 0.1294
C 3.1783 3.1252 0.0355
H 0.9840 2.5154 2.5330
H 1.0287 4.9945 2.5420
H 3.7401 5.1172 -0.5346
H 3.8161 2.6430 -0.6940
Se -0.6280 -5.4933 2.9337
Sb -1.0194 -4.9168 0.6815
Se 0.3361 -2.1762 0.7563
Se 0.4373 -5.6082 -1.0653
Se -2.9066 -3.5859 0.0248
N 3.8343 -2.2625 -1.1533
N 2.6279 -2.2208 -1.9325
H 4.4692 -2.9705 -1.5152
H 3.5699 -2.5780 -0.2265
H 2.2265 -3.1496 -2.0514
H 2.8750 -1.8728 -2.8503
*
```

HOMO energy (alpha / beta) (eV): -7.437 / -7.424
HOMO-LUMO gap (alpha / beta) (eV): 5.3 / 5.3

=====

# 3
Formula: C21H21NO3
Source: OMol25
Level of theory: wB97M-V/def2-TZVPD

```
! RIJCOSX wB97M-V def2-TZVPD def2/J DEFGRID3
* xyz 0 1
C -5.7207 -1.9095 -0.1134
H -6.3637 -1.2338 -0.6873
H -5.9603 -1.8203 0.9519
H -5.8982 -2.9342 -0.4361
O -4.3595 -1.6661 -0.3619
C -3.8588 -0.4335 -0.0738
C -4.5785 0.6010 0.4897
C -3.9595 1.8169 0.7550
C -2.6321 1.9893 0.4492
C -1.8810 0.9619 -0.1373
C -2.4849 -0.2652 -0.3975
O -1.9215 -1.3904 -0.8947
C -0.5491 -1.4552 -1.1978
H -0.3636 -2.4959 -1.4620
H 0.0687 -1.1887 -0.3343
H -0.2829 -0.8093 -2.0377
C -0.4743 1.3324 -0.4994
O -0.0446 1.3764 -1.6350
N 0.2662 1.6954 0.5742
H -0.1552 1.6991 1.4890
C 1.6372 2.1560 0.4275
C 2.5419 1.0698 -0.1237
C 3.3275 1.3810 -1.2048
C 4.1923 0.4451 -1.7843
C 4.2606 -0.8213 -1.2813
C 3.4719 -1.1923 -0.1740
C 3.5349 -2.5031 0.3444
C 2.7785 -2.8761 1.4177
C 1.9266 -1.9414 2.0215
C 1.8428 -0.6636 1.5421
C 2.6029 -0.2387 0.4282
H 1.1752 0.0269 2.0308
H 1.3309 -2.2378 2.8728
H 2.8309 -3.8819 1.8073
H 4.2001 -3.2101 -0.1307
H 4.9144 -1.5595 -1.7231
H 4.7918 0.7338 -2.6347
H 3.2731 2.3715 -1.6325
C 2.1578 2.7189 1.7472
H 2.2304 1.9444 2.5063
H 3.1496 3.1364 1.5945
H 1.5011 3.5093 2.1059
H 1.6216 2.9640 -0.3178
H -2.1541 2.9410 0.6308
H -4.5283 2.6208 1.1961
H -5.6217 0.4777 0.7319
*
```

HOMO energy (eV): -8.012
HOMO-LUMO gap (eV): 8.6

=====

# 4
Formula: C21H21NO6
Source: OMol25
Level of theory: wB97M-V/def2-TZVPD

```
! RIJCOSX wB97M-V def2-TZVPD def2/J DEFGRID3
* xyz 0 1
O 1.0244 -3.8851 -3.0462
N -1.1445 0.0915 -1.7868
O -3.0093 -0.7559 -0.6798
O -0.3443 4.3594 0.8891
O -1.0136 3.7911 3.4806
O 2.5128 -1.0284 -1.1781
O 3.6699 1.0809 -1.0545
C 0.7919 -2.7115 -2.7005
C -1.8983 0.0582 -0.7064
C -2.8025 -1.3953 -1.9663
C -1.7124 -0.8829 -2.5643
C 0.5093 -2.5558 1.5213
C -0.2057 -3.4924 0.9214
C -1.6878 1.5585 2.8243
C 1.4189 -1.7594 0.8882
C -1.8450 0.6687 1.7407
C -0.8035 2.2171 0.2477
C -0.1079 -3.5653 -0.4919
C -1.1636 2.8059 2.5220
C -0.7033 3.0991 1.2390
C 1.5627 -1.7796 -0.5563
C -1.5124 0.9778 0.4347
C 0.7001 -2.6429 -1.2295
C -1.9241 3.8898 4.5848
C 4.6932 0.6905 -0.1466
C 2.4748 0.3816 -0.8659
C 0.3979 -1.7379 -3.8219
C -1.0727 -1.3878 -3.8901
H -0.8796 5.1059 1.3563
H -3.2905 -2.2665 -2.3448
H 0.3844 -2.4004 2.6366
H -0.7365 -4.2891 1.5391
H -1.9322 1.3443 3.9270
H 2.0038 -1.1079 1.4749
H -2.2428 -0.3306 1.7528
H -0.6190 2.5760 -0.8038
H -0.7252 -4.3898 -0.9953
H -2.1292 4.9722 4.7874
H -1.3148 3.5645 5.4800
H -2.9000 3.4100 4.5541
H 5.0260 -0.3440 -0.3075
H 4.2498 0.7200 0.9106
H 5.4036 1.5594 -0.0497
H 1.7656 1.0753 -1.4143
H 2.1410 0.5305 0.1929
H 1.0384 -0.9135 -3.5959
H 0.8428 -2.0529 -4.8266
H -1.2805 -0.6229 -4.5857
H -1.6104 -2.2304 -4.2967
*
```

HOMO energy (eV): -8.321
HOMO-LUMO gap (eV): 8.8

=====

# 5
Formula: C21H21O9P3Pd
Source: OMol25
Level of theory: wB97M-V/def2-TZVPD

```
! RIJCOSX wB97M-V def2-TZVPD def2/J DEFGRID3
* xyz -2 1
Pd 1.2463 0.8647 -0.0585
C 4.5080 1.5480 3.1793
C 3.5982 2.5042 2.4229
O 3.8705 3.8667 2.7773
P 3.7957 2.2889 0.5928
O 5.3532 2.6039 0.3036
O 3.1025 3.5371 -0.0871
O 3.4156 0.9834 0.0204
P 1.8041 2.1838 2.9054
O 1.1840 3.4838 2.1163
O 1.6182 2.5365 4.3477
O 1.3808 0.9065 2.2878
H 5.5555 1.7476 2.9395
H 4.2768 0.5129 2.9223
H 4.3632 1.6885 4.2512
H 3.2205 4.0777 3.4633
H 5.5317 2.4526 -0.6317
H 2.2772 3.7802 0.3825
H 0.2263 3.4910 2.2262
O 0.1173 2.9632 -0.2471
C -0.8564 2.1547 -0.1662
C -2.3371 1.5990 -0.1199
C -3.5227 2.3226 -0.1199
C -4.7606 1.6803 -0.0669
C -4.8515 0.3007 -0.0128
C -3.6958 -0.5020 -0.0207
C -2.4239 0.0194 -0.0838
P -0.6452 -1.1363 -0.1288
C -1.4056 -2.8642 0.0153
C -1.8849 -3.6491 -1.0368
C -2.4344 -4.9046 -0.8106
C -2.5163 -5.4061 0.4839
C -2.0414 -4.6402 1.5407
C -1.4915 -3.3864 1.3030
C -0.0710 -1.0701 -1.9173
C 1.1554 -1.6192 -2.2859
C 1.5722 -1.5983 -3.6046
C 0.7695 -1.0151 -4.5856
C -0.4523 -0.4652 -4.2251
C -0.8739 -0.4951 -2.9001
H -3.4763 3.4067 -0.1562
H -5.6717 2.2713 -0.0642
H -5.8285 -0.1694 0.0302
H -3.8262 -1.5809 0.0158
H -1.8345 -3.2719 -2.0528
H -2.8009 -5.4937 -1.6449
H -2.9439 -6.3858 0.6662
H -2.0964 -5.0220 2.5543
H -1.1202 -2.7960 2.1354
H 1.7916 -2.0617 -1.5282
H 2.5311 -2.0281 -3.8718
H 1.0990 -0.9894 -5.6186
H -1.0834 -0.0066 -4.9789
H -1.8322 -0.0679 -2.6307
O -0.5856 0.8496 -0.2277
*
```

HOMO energy (alpha / beta) (eV): 1.438 / 1.424
HOMO-LUMO gap (alpha / beta) (eV): 3.3 / 3.3

=====

# 6
Formula: C21H22Br2N3NaO2S2
Source: OMol25
Level of theory: wB97M-V/def2-TZVPD

```
! RIJCOSX wB97M-V def2-TZVPD def2/J DEFGRID3
* xyz 0 1
Na 0.4349 0.2777 1.1119
C -0.7678 -2.8024 -0.9883
C -1.3001 -2.8393 0.4118
C -2.0030 -3.9833 0.8503
C -2.4773 -4.0267 2.1209
C -2.2869 -2.9197 2.9744
C -2.7758 -2.8697 4.3071
Br -3.7030 -4.3477 5.0483
C -2.5936 -1.7532 5.0579
C -1.9262 -0.6419 4.5287
Br -1.7505 0.8863 5.6363
C -1.4056 -0.5916 3.2426
O -0.8317 0.4247 2.7407
C -1.5895 -1.8091 2.4508
N -1.0892 -1.7989 1.1862
H -1.1138 -3.6647 -1.5571
H 0.3219 -2.8016 -1.0039
H -1.0877 -1.8938 -1.4995
H -2.1473 -4.8088 0.1676
H -3.0137 -4.8910 2.4878
H -2.9697 -1.7025 6.0703
N 1.2738 2.0258 -2.0465
C 1.4527 0.8204 -2.6147
S 1.8120 -0.4943 -1.6488
N 1.3649 0.7983 -3.9671
C 1.4039 -0.3285 -4.8265
C 0.7373 -1.5078 -4.5218
C 0.7794 -2.5578 -5.4247
C 1.4576 -2.4384 -6.6270
C 2.1041 -1.2518 -6.9330
C 2.0836 -0.1995 -6.0316
H 1.4083 2.0648 -1.0358
H 0.9566 2.8299 -2.5607
H 1.3788 1.6930 -4.4312
H 0.2028 -1.5990 -3.5909
H 0.2635 -3.4772 -5.1812
H 1.4793 -3.2662 -7.3221
H 2.6361 -1.1400 -7.8678
H 2.6055 0.7225 -6.2552
O 1.2841 2.2393 0.7623
S 0.8388 3.6718 1.0368
C -0.4892 3.5643 2.2701
C -0.0920 4.4908 3.4082
C 1.3962 4.2346 3.6207
C 2.0350 4.3245 2.2373
H -0.4872 2.5173 2.5947
H -1.4425 3.7777 1.7923
H -0.6888 4.2734 4.2933
H -0.2632 5.5386 3.1432
H 1.5376 3.2311 4.0265
H 1.8528 4.9415 4.3126
H 2.9222 3.7091 2.0952
H 2.2715 5.3490 1.9486
*
```

HOMO energy (eV): -6.689
HOMO-LUMO gap (eV): 6.6

=====

# 7
Formula: C21H22BrN5O4SSiV
Source: OMol25
Level of theory: wB97M-V/def2-TZVPD

```
! RIJCOSX wB97M-V def2-TZVPD def2/J DEFGRID3
* xyz 1 1
V -0.2501 -0.7894 1.1817
Br 1.2183 6.6859 5.4113
C 2.1885 6.2594 3.8497
C 2.1079 7.0921 2.7437
C 2.8358 6.7773 1.6093
C 3.5867 5.6081 1.5604
C 3.6880 4.7964 2.6852
C 2.9928 5.1310 3.8362
N 4.3108 5.3873 0.3432
N 4.3216 4.2975 -0.2394
C 3.5385 3.1792 0.2010
C 4.1894 2.0221 0.5362
C 3.4708 0.8649 0.8809
C 2.1061 0.8974 0.8411
O 1.3722 -0.2104 1.1551
C 1.3987 2.0599 0.4646
N 0.0499 1.9826 0.4691
C -0.6187 3.0417 0.0749
C 0.0046 4.2332 -0.3502
C 1.3651 4.3285 -0.3204
C 2.1205 3.2177 0.1185
H 1.5040 7.9877 2.7790
H 2.8297 7.4320 0.7472
H 4.3287 3.9280 2.6853
H 3.0809 4.5205 4.7239
H 5.2713 2.0076 0.5360
H 3.9861 -0.0480 1.1468
H -1.6985 2.9729 0.0910
H -0.6084 5.0571 -0.6865
H 1.8647 5.2333 -0.6400
N 0.5522 -1.2697 3.5379
C 1.0652 -2.6356 3.4870
C 0.7694 -3.2471 2.1336
O 1.2931 -4.1745 1.6288
O -0.1884 -2.5183 1.4300
H 1.2745 -0.6066 3.7927
H -0.1825 -1.1938 4.2321
H 0.6527 -3.2864 4.2578
H 2.1487 -2.6592 3.5978
C -0.7154 -1.8732 -2.7841
Si -2.0241 -1.4034 -1.5633
C -2.8803 -2.8372 -0.7652
C -3.1525 -0.0440 -2.0987
O -1.0832 -0.6701 -0.2505
H -1.1388 -2.5474 -3.5328
H 0.1061 -2.4036 -2.2992
H -0.3128 -1.0037 -3.3045
H -3.6291 -3.2395 -1.4517
H -3.4035 -2.5311 0.1428
H -2.1861 -3.6407 -0.5163
H -3.7163 -0.3738 -2.9753
H -2.5931 0.8485 -2.3839
H -3.8630 0.2290 -1.3179
S -1.6670 0.2070 2.6682
C -2.7770 0.9883 1.6611
N -3.5510 1.5380 1.0088
*
```

HOMO energy (eV): -10.999
HOMO-LUMO gap (eV): 5.7

=====

# 8
Formula: C21H22Cl2MnN3PS2
Source: OMol25
Level of theory: wB97M-V/def2-TZVPD

```
! RIJCOSX wB97M-V def2-TZVPD def2/J DEFGRID3
* xyz 2 6
Mn 0.2289 0.9288 1.1959
N -0.7237 -1.7114 -0.4892
P -0.7458 -0.0547 -0.8349
C -2.3781 0.5145 -0.2143
C -2.4956 1.2981 0.9361
C -3.7261 1.6928 1.4349
C -4.8794 1.2961 0.7771
C -4.7936 0.4974 -0.3582
C -3.5544 0.1104 -0.8479
C -0.8772 0.0175 -2.6309
C -1.5560 1.0769 -3.2320
C -1.6879 1.1158 -4.6111
C -1.1346 0.1103 -5.3941
C -0.4221 -0.9232 -4.8019
C -0.2814 -0.9686 -3.4209
C -0.4946 -2.1674 0.8038
C -0.5490 -3.5291 1.0999
C -0.3949 -3.9276 2.4069
C -0.1841 -2.9724 3.4027
C -0.1018 -1.6613 3.0277
N -0.2404 -1.2445 1.7434
H -1.0269 -2.3772 -1.1768
H -1.6669 1.6512 1.5329
H -3.7873 2.2999 2.3313
H -5.8465 1.6072 1.1550
H -5.6956 0.1739 -0.8652
H -3.5035 -0.5084 -1.7366
H -1.9931 1.8651 -2.6283
H -2.2327 1.9290 -5.0753
H -1.2524 0.1379 -6.4714
H 0.0290 -1.6950 -5.4145
H 0.3081 -1.7624 -2.9734
H -0.7268 -4.2464 0.3051
H -0.4420 -4.9807 2.6595
H -0.0850 -3.2481 4.4439
H 0.0852 -0.8898 3.7605
S 1.8765 1.1272 2.9171
C 3.2206 0.2961 2.2303
N 4.2881 0.8935 1.7927
C 5.3498 0.0673 1.1916
C 5.1003 -1.3537 1.6908
S 3.3322 -1.4150 2.1358
H 4.3330 1.9010 1.7955
H 6.3234 0.4336 1.5013
H 5.2859 0.1321 0.1095
H 5.6757 -1.5918 2.5784
H 5.2985 -2.0955 0.9248
Cl 0.8230 3.0050 -0.0596
C 1.7254 4.5703 0.2168
Cl 3.1486 4.4293 1.2207
H 1.0344 5.2509 0.6835
H 2.0132 4.8950 -0.7686
*
```

HOMO energy (alpha / beta) (eV): -14.091 / -14.305
<S²>: 8.76
HOMO-LUMO gap (alpha / beta) (eV): 8.5 / 8.2

=====

# 9
Formula: C21H22Cl2PPtTe
Source: OMol25
Level of theory: wB97M-V/def2-TZVPD

```
! RIJCOSX wB97M-V def2-TZVPD def2/J DEFGRID3
* xyz 3 5
Pt -16.8354 -6.3658 -4.2514
C -15.3213 -0.0361 -3.6766
C -16.0218 -0.6408 -2.6641
C -16.8768 -1.7177 -2.9434
C -16.9042 -2.1876 -4.2347
C -16.0428 -1.6912 -5.2212
C -15.2830 -0.5898 -4.9365
P -18.1666 -3.3875 -4.5657
C -19.6186 -2.7701 -5.3621
C -19.4881 -1.7579 -6.3225
C -20.6511 -1.1667 -6.8470
C -21.8922 -1.6416 -6.4359
C -22.0365 -2.7415 -5.5892
C -20.8945 -3.3214 -5.0526
C -18.5967 -4.3304 -3.1088
C -19.4801 -3.8321 -2.1513
C -19.7937 -4.6055 -1.0071
C -19.2960 -5.8866 -0.8084
C -18.4182 -6.3782 -1.7980
C -18.0172 -5.6262 -2.9453
H -14.8155 0.8725 -3.4610
H -16.0563 -0.1753 -1.7075
H -17.5495 -2.0964 -2.1841
H -16.0403 -2.2137 -6.1853
H -14.6909 -0.1150 -5.6648
H -18.5220 -1.3762 -6.6323
H -20.6405 -0.3761 -7.5926
H -22.7525 -1.1436 -6.7957
H -23.0211 -3.1435 -5.3620
H -21.0493 -4.2327 -4.4759
H -19.7970 -2.7982 -2.2329
H -20.4955 -4.1553 -0.2863
H -19.5120 -6.4988 0.0733
H -17.9661 -7.3935 -1.6293
C -11.5325 -5.4130 -1.7652
Te -13.1450 -6.7409 -1.8476
C -12.5672 -7.8378 -0.0912
H -10.6515 -5.9630 -1.5157
H -11.7976 -4.6062 -1.0726
H -11.4338 -5.0455 -2.7932
H -12.9676 -7.2267 0.7255
H -11.4839 -7.9099 -0.1269
H -13.0984 -8.7789 -0.2103
Cl -18.2615 -7.0802 -6.4618
C -16.7071 -7.6163 -7.1660
Cl -15.5369 -7.8252 -5.8885
H -16.2730 -6.8206 -7.8232
H -16.8056 -8.6212 -7.6795
*
```

HOMO energy (alpha / beta) (eV): -16.356 / -17.126
<S²>: 6.05
HOMO-LUMO gap (alpha / beta) (eV): 8.0 / 5.1